[1]
The following is a quantum chemistry calculation of C25H32CoFO2 as an isolated structure in a non-equilibrium geometry, from the Open Molecules 2025 dataset.

```
61
Properties=species:S:1:pos:R:3
O -0.6368 -0.0861 -3.1247
C -0.7834 1.2429 -3.7143
C -0.6850 0.7549 -5.1464
H 0.0440 1.9137 -3.4536
H -1.7468 1.7076 -3.4568
C -0.4984 -0.6276 -4.4751
H 0.1648 1.1502 -5.7212
H -1.6355 0.8587 -5.6964
C 0.8257 -1.2689 -4.7737
H 1.6560 -0.5843 -4.6018
H 0.8412 -1.5751 -5.8262
H 0.9535 -2.1653 -4.1628
C -1.6453 -1.5766 -4.7673
H -2.5928 -1.0289 -4.8260
H -1.7141 -2.3326 -3.9790
H -1.4575 -2.0873 -5.7174
Co -0.6065 -0.6437 1.9467
C -2.5170 -0.8467 2.7229
C -2.7570 0.5512 2.9432
C -2.8497 1.1891 1.6845
H -2.9031 1.0215 3.9143
C -2.5868 0.2525 0.6587
C -2.4196 -1.0518 1.2704
H -2.4954 -2.0052 0.7524
H -2.6443 -1.6473 3.4554
H -3.1562 2.2211 1.5145
H -2.6445 0.4401 -0.4111
C 0.7135 -2.2075 3.6996
C -0.2518 -2.5486 2.6885
C 0.3995 -2.3298 1.3943
H -1.1456 -3.1545 2.8374
C 1.7239 -1.8048 1.6717
C 1.8984 -1.7551 3.0736
H 2.8261 -1.4720 3.5614
H 0.5377 -2.3086 4.7760
H 0.0571 -2.7932 0.4679
H 2.5133 -1.5817 0.9487
O 2.0642 -0.0396 -2.2749
C 1.2782 -0.8620 -1.3638
C 0.3321 0.0183 -0.5307
H 2.0065 -1.4033 -0.7360
H 0.7391 -1.6603 -1.9119
C 0.5940 1.4494 -1.0212
H 0.5680 -0.0350 0.5597
H -0.6962 -0.3197 -0.6798
C 1.9720 1.3045 -1.7158
H 0.5952 2.1936 -0.2101
H -0.1906 1.7386 -1.7263
H 2.7545 1.4214 -0.9225
H 2.1840 2.0253 -2.5231
F 2.5165 3.6420 5.2605
C 1.7871 2.7441 4.5225
C 1.8620 2.8211 3.1333
C 1.0987 1.9063 2.3796
C 0.3171 0.9432 2.9866
C 0.2348 0.9376 4.3736
C 0.9909 1.8140 5.1774
H 2.4916 3.5584 2.6358
H 1.1554 1.9712 1.3006
H -0.4042 0.2284 4.8900
H 0.9675 1.7819 6.2684
```

Its net charge is -1. For the highest occupied orbital energy (spin up / spin down), the calculation gives -3.39 / -4.20 eV. As for the expectation value of S²: 3.78. The spin multiplicity is 4. For the energy above the lowest of the compared OMol25 structures with the same formula, charge and spin, the calculation gives 11.1 kcal/mol.

=====

[2]
The following is a quantum chemistry calculation of C25H32GeN2PtSi as an isolated structure, from the Open Molecules 2025 dataset.

```
62
Properties=species:S:1:pos:R:3
Pt 0.0309 0.6851 0.6271
C 2.0324 2.5130 0.2791
C 2.4750 1.6330 1.3319
C 1.5370 1.6720 2.3468
C 0.4763 2.5439 1.9204
C 0.8680 3.1248 0.6647
H 2.5641 2.6964 -0.6399
H 3.3553 1.0128 1.3000
H 1.5506 1.1083 3.2669
H -0.3329 2.8914 2.5447
H 0.2881 3.8294 0.0955
C -4.4224 4.5231 -1.1315
N -3.1637 3.8289 -1.3203
C -2.2559 4.0307 -2.3331
C -1.2666 3.1137 -2.1303
N -1.5441 2.3543 -1.0230
C -2.6825 2.8076 -0.5704
H -4.3316 5.5356 -1.5193
H -4.6447 4.5832 -0.0679
H -5.2346 4.0110 -1.6462
H -2.4002 4.7943 -3.0771
H -0.3701 2.9569 -2.7077
H -3.2023 2.4513 0.3077
C -4.4119 -1.0284 1.4706
Ge -2.8077 -1.2507 0.3680
C -3.1317 -0.6007 -1.4344
C -2.4004 -3.1572 0.2530
C -1.3285 -0.3522 1.3302
H -5.2048 -1.6710 1.0829
H -4.7708 0.0011 1.4516
H -4.2258 -1.3058 2.5075
H -3.6559 -1.3878 -1.9789
H -2.1892 -0.3828 -1.9363
H -3.7425 0.3001 -1.4422
H -3.2655 -3.6197 -0.2281
H -2.2620 -3.6252 1.2265
H -1.5210 -3.3422 -0.3599
H -1.2967 -0.4859 2.4193
C 4.5445 -0.6475 -3.2744
C 3.6102 0.3624 -3.0970
C 2.5817 0.2044 -2.1775
C 2.4571 -0.9521 -1.4154
C 3.3936 -1.9711 -1.6332
C 4.4301 -1.8198 -2.5438
Si 1.0509 -1.3056 -0.2067
C 1.7397 -2.3291 1.1965
C 3.0536 -2.1695 1.6389
C 3.5337 -2.8576 2.7450
C 2.7020 -3.7298 3.4330
C 1.3924 -3.9084 3.0060
C 0.9227 -3.2136 1.9014
H 5.3524 -0.5261 -3.9850
H 3.6804 1.2752 -3.6762
H 1.8528 0.9891 -2.0628
H 3.3202 -2.8962 -1.0711
H 5.1475 -2.6191 -2.6839
H 0.1337 -2.2268 -0.9322
H 3.7266 -1.5010 1.1114
H 4.5570 -2.7130 3.0665
H 3.0709 -4.2714 4.2946
H 0.7397 -4.5942 3.5306
H -0.1054 -3.3715 1.5870
```

For the highest occupied orbital energy, the calculation gives -6.75 eV. For the energy above the lowest of the compared OMol25 structures with the same formula, charge and spin, the calculation gives 77.8 kcal/mol.

=====

[3]
The following is a quantum chemistry calculation of the molecule C25H32N2O5, from the Open Molecules 2025 dataset.

```
64
Properties=species:S:1:pos:R:3
C -2.6026 -0.6671 2.8388
C -1.2170 -0.0510 2.7227
H -0.4752 -0.8259 2.5021
H -0.9386 0.4447 3.6637
O -1.2652 0.9013 1.6745
C -0.0973 1.3800 1.1601
C 1.1494 1.1303 1.7186
C 2.3092 1.5655 1.1007
C 2.2597 2.2520 -0.0996
C 1.0137 2.5678 -0.6211
C -0.1635 2.1760 -0.0018
O -1.3184 2.5628 -0.6323
C -2.4480 2.9211 0.1464
C -2.1479 4.0283 1.1503
H -1.4560 3.6745 1.9106
H -1.7029 4.8833 0.6456
H -3.0692 4.3416 1.6339
H -2.8599 2.0468 0.6600
H -3.1710 3.2786 -0.5942
H 0.9300 3.1308 -1.5381
C 3.5144 2.5910 -0.8538
H 4.3699 2.6060 -0.1744
H 3.4281 3.5724 -1.3219
C 3.7573 1.5509 -1.9602
N 3.8749 0.2108 -1.4312
C 2.8788 -0.6940 -1.5360
O 1.8800 -0.5058 -2.1944
C 3.1628 -2.0182 -0.8079
H 4.0564 -2.4519 -1.2644
C 3.3304 -1.8266 0.7033
C 1.9755 -2.2019 1.2888
O 1.5991 -1.9905 2.4237
N 1.2748 -2.8345 0.3358
C -0.0430 -3.3694 0.5515
C -1.1434 -2.6022 -0.1438
C -0.9433 -1.3391 -0.6745
C -1.9689 -0.6577 -1.3081
C -3.2295 -1.2323 -1.4031
C -3.4427 -2.4972 -0.8516
C -2.4103 -3.1711 -0.2366
H -2.5867 -4.1530 0.1795
H -4.4270 -2.9324 -0.9257
O -4.3088 -0.6570 -2.0066
C -4.1256 0.5810 -2.6508
H -3.8099 1.3578 -1.9488
H -3.3898 0.5059 -3.4578
H -5.0968 0.8419 -3.0692
H -1.7621 0.3186 -1.7132
H 0.0224 -0.8631 -0.6134
H -0.0621 -4.4167 0.2242
H -0.2100 -3.3463 1.6354
C 1.9594 -2.9651 -0.9280
H 1.3075 -2.6580 -1.7515
H 2.2709 -4.0057 -1.0852
H 3.5855 -0.8101 0.9950
H 4.0807 -2.5027 1.1193
H 4.6573 0.0207 -0.8252
H 2.9061 1.5359 -2.6436
H 4.6675 1.7966 -2.5162
H 3.2612 1.3646 1.5725
H 1.2289 0.5607 2.6297
H -3.3384 0.1005 3.0659
H -2.8736 -1.1441 1.9001
H -2.6075 -1.4097 3.6314
```

Its SMILES is CCOc1ccc(CCNC(=O)[C@H]2CC(=O)N(Cc3ccc(OC)cc3)C2)cc1OCC. For the highest occupied orbital energy, the calculation gives -7.95 eV. For the energy above the lowest of the compared OMol25 structures with the same formula, charge and spin, the calculation gives 10.3 kcal/mol.